The following is a quantum chemistry calculation of a 3-piece molecular cluster, C21H36Br4F6NO8P overall, from the OMol25 dataset.

Values from the calculation:
Net charge   0
Orbital gap   9.0 eV
F_max   0.833 eV/Å
SMILES string   C/C(Br)=C(/Br)[PH](COCOCCO)(C[C@H](O)CN)[C@@H](Br)[C@@H](C)Br.CCOC(=O)C(F)(F)F.CCOC(=O)C(F)(F)F
Multiplicity   1
HOMO energy   -8.8 eV

Last column: Mulliken charge in e.
Positions of all 77 atoms, in Å:
C  1.4272  0.5401  -1.2398  -1.49
C  0.5058  1.5516  -1.8745  0.53
Br  1.2342  3.2991  -1.7693  -0.15
C  -0.6621  1.2905  -2.4257  -0.32
Br  -1.6299  2.7435  -3.2073  -0.13
P  -1.4198  -0.5785  -2.4065  0.70
C  -3.1722  0.0055  -2.3564  -0.80
O  -3.8084  -0.6319  -1.2694  -0.21
C  -5.1782  -0.3910  -1.2282  -0.65
O  -5.7722  -1.0499  -2.3171  -0.17
C  -7.1501  -0.7509  -2.4850  -0.49
C  -7.6022  -1.3076  -3.8324  -0.16
O  -8.7546  -2.1172  -3.6426  -0.53
C  -0.5222  -0.9589  -3.9735  -1.14
C  -0.8564  -0.1388  -5.2387  0.29
O  -1.1978  -1.1049  -6.2485  -0.61
C  0.3089  0.7167  -5.7410  -0.97
N  1.4726  -0.0337  -6.1756  -0.63
C  -1.8524  -2.5139  -2.1093  -1.50
Br  -1.7983  -2.8054  -0.1746  -0.09
C  -3.0669  -3.1671  -2.7306  0.29
C  -3.1617  -2.9849  -4.2400  -1.39
Br  -3.0762  -5.1244  -2.4204  -0.10
H  1.3069  0.5254  -0.1527  0.32
H  1.2578  -0.4707  -1.6195  0.31
H  2.4631  0.8019  -1.4559  0.52
H  -0.8104  -0.6623  -1.1529  -0.10
H  -3.6545  -0.2682  -3.3031  0.41
H  -3.2184  1.0884  -2.2550  0.65
H  -5.3942  0.6891  -1.2942  0.43
H  -5.5269  -0.7929  -0.2714  0.30
H  -7.2991  0.3347  -2.4132  0.33
H  -7.7482  -1.2268  -1.6979  0.27
H  -6.7710  -1.8871  -4.2465  0.13
H  -7.8329  -0.4919  -4.5267  0.23
H  -8.7449  -2.8457  -4.2714  0.32
H  -0.6365  -2.0133  -4.2066  0.85
H  0.5290  -0.7905  -3.7050  0.35
H  -1.7125  0.5192  -5.0638  0.41
H  -1.8205  -0.7003  -6.8641  0.39
H  0.6019  1.4279  -4.9668  0.29
H  -0.0638  1.3078  -6.5862  0.42
H  1.2008  -0.8074  -6.7700  0.30
H  2.0163  -0.3987  -5.4045  0.27
H  -0.9610  -3.0594  -2.4364  0.99
H  -3.9725  -2.8339  -2.2319  0.21
H  -2.3106  -3.4295  -4.7582  0.44
H  -3.2002  -1.9273  -4.5103  0.16
H  -4.0691  -3.4653  -4.6089  0.50
C  1.0133  1.6941  5.4082  -1.00
C  0.9316  0.3672  4.6908  -0.27
O  1.8032  0.3528  3.5284  -0.29
C  3.0765  0.0955  3.7610  0.35
O  3.6011  -0.1448  4.8093  -0.55
C  3.8649  0.1041  2.4269  0.91
F  3.5408  1.1624  1.6767  -0.24
F  3.5747  -1.0080  1.7327  -0.26
F  5.1736  0.1317  2.6642  -0.24
H  0.7700  2.5116  4.7300  0.30
H  0.2975  1.7034  6.2302  0.37
H  2.0082  1.8573  5.8204  0.26
H  -0.0567  0.1852  4.2768  0.32
H  1.2118  -0.4626  5.3377  0.32
C  6.8444  0.2672  6.3142  -0.97
C  7.3776  1.6786  6.2579  -0.26
O  6.4653  2.5982  6.9139  -0.32
C  6.5540  2.6707  8.2295  0.33
O  7.3126  2.0938  8.9518  -0.52
C  5.5182  3.6931  8.7644  0.92
F  4.3164  3.5179  8.1995  -0.23
F  5.9333  4.9398  8.4858  -0.26
F  5.3873  3.5754  10.0825  -0.24
H  5.8415  0.2233  5.8915  0.20
H  7.4930  -0.3929  5.7381  0.37
H  6.8095  -0.0967  7.3406  0.36
H  7.4314  2.0515  5.2380  0.31
H  8.3561  1.7691  6.7274  0.34

Cartesian forces (eV/Å) of the 2 atoms listed first:
0.007 -0.140 -0.097
0.639 -0.100 0.360